{"formula": "C38H98O38P8", "method": "ωB97M-V/def2-TZVPD", "elements": ["C", "O", "P", "O", "O", "C", "O", "C", "H", "H", "H", "H", "H", "H", "H", "H", "H", "C", "O", "P", "O", "O", "C", "O", "C", "H", "H", "H", "H", "H", "H", "H", "H", "H", "C", "O", "P", "O", "O", "C", "O", "C", "H", "H", "H", "H", "H", "H", "H", "H", "H", "C", "O", "P", "O", "O", "C", "O", "C", "H", "H", "H", "H", "H", "H", "H", "H", "H", "C", "O", "P", "O", "O", "C", "O", "C", "H", "H", "H", "H", "H", "H", "H", "H", "H", "C", "O", "P", "O", "O", "C", "O", "C", "H", "H", "H", "H", "H", "H", "H", "H", "H", "C", "O", "P", "O", "O", "C", "O", "C", "H", "H", "H", "H", "H", "H", "H", "H", "H", "C", "O", "P", "O", "O", "C", "O", "C", "H", "H", "H", "H", "H", "H", "H", "H", "H", "O", "C", "C", "C", "C", "O", "C", "C", "H", "H", "H", "H", "H", "H", "C", "O", "C", "C", "O", "C", "H", "H", "H", "H", "H", "H", "H", "H", "H", "H", "C", "O", "C", "C", "O", "C", "H", "H", "H", "H", "H", "H", "H", "H", "H", "H"], "positions_angstrom": [[-9.37698, 5.09745, 18.83678], [-9.13396, 6.44465, 19.34419], [-7.80683, 6.77123, 20.24254], [-6.54070, 7.01899, 19.49824], [-8.30700, 8.07648, 21.05517], [-8.60002, 9.32862, 20.36869], [-7.74381, 5.59804, 21.39633], [-6.75669, 5.69676, 22.44763], [-9.39463, 4.94342, 17.75786], [-10.35691, 4.81747, 19.22337], [-8.72029, 4.29377, 19.16990], [-8.13250, 9.34219, 19.38414], [-8.32070, 10.15920, 21.01693], [-9.68514, 9.34260, 20.26655], [-6.17458, 6.60982, 22.32283], [-6.14328, 4.79694, 22.49415], [-7.28161, 5.71931, 23.40264], [-14.72775, 17.00512, 20.66716], [-14.45009, 16.70020, 19.28348], [-13.01748, 17.07714, 18.60046], [-12.44046, 18.40211, 19.07115], [-12.09940, 15.77296, 19.00418], [-11.40344, 15.79959, 20.27405], [-13.22855, 16.90813, 17.01306], [-13.99047, 17.85730, 16.35126], [-14.71021, 16.10313, 21.27888], [-15.76429, 17.33568, 20.73345], [-14.10356, 17.78704, 21.09970], [-10.34316, 15.80673, 20.02138], [-11.63428, 14.86039, 20.77675], [-11.60078, 16.60131, 20.98567], [-14.12032, 18.83706, 16.81096], [-14.95838, 17.43100, 16.08760], [-13.33523, 17.98888, 15.49019], [-18.77579, 11.54377, 14.59244], [-18.35189, 10.70473, 13.59262], [-16.77481, 10.31852, 13.40301], [-16.08412, 9.69532, 14.60749], [-16.86390, 9.35914, 12.10033], [-17.46273, 8.08078, 12.27239], [-16.19422, 11.70392, 12.81183], [-14.94832, 12.15339, 13.39424], [-18.97893, 10.94182, 15.47814], [-19.65702, 12.09068, 14.25713], [-18.00370, 12.24417, 14.91089], [-17.11171, 7.64277, 13.20675], [-17.15155, 7.48656, 11.41323], [-18.54462, 8.21217, 12.29096], [-15.16345, 13.05291, 13.97102], [-14.17956, 12.34251, 12.64500], [-14.31275, 11.52780, 14.02096], [-2.14984, 6.60608, 6.97317], [-1.95869, 6.46581, 8.34064], [-0.82444, 7.32083, 9.18331], [-0.57143, 8.76286, 8.78745], [0.45185, 6.39575, 9.10532], [1.50676, 6.33800, 10.11974], [-1.32265, 7.15846, 10.70782], [-1.73996, 5.89845, 11.16960], [-3.22348, 6.77411, 6.88854], [-1.88775, 5.62567, 6.57543], [-1.68651, 7.51694, 6.59402], [1.36772, 5.47255, 10.76762], [1.33489, 7.21214, 10.74778], [2.50982, 6.37830, 9.69506], [-1.37184, 5.50732, 12.11808], [-1.66858, 5.05676, 10.48072], [-2.82574, 5.90619, 11.26510], [-0.98485, 18.96965, 14.33076], [0.39672, 18.77503, 14.16432], [1.00913, 17.66432, 13.09404], [0.77276, 17.93765, 11.66174], [0.38480, 16.22633, 13.63138], [0.68011, 15.02132, 12.87716], [2.53859, 17.62590, 13.54362], [3.42857, 18.48046, 12.90087], [-1.21252, 18.67035, 15.35383], [-1.52570, 18.25639, 13.70879], [-1.21336, 20.00914, 14.09552], [0.09954, 14.21781, 13.33038], [1.76710, 14.94604, 12.90680], [0.33154, 15.15526, 11.85312], [3.01267, 19.30139, 12.31674], [4.13680, 17.88510, 12.32463], [3.94257, 18.91634, 13.75756], [-5.76681, 15.74744, 7.61135], [-5.77438, 14.41697, 7.24556], [-5.55621, 13.23272, 8.35829], [-6.68412, 13.25238, 9.35961], [-5.42057, 11.91874, 7.50756], [-6.58685, 11.44802, 6.72318], [-4.10384, 13.47816, 8.99921], [-3.00516, 13.60072, 8.23295], [-5.54695, 16.02397, 8.64251], [-6.72917, 16.15685, 7.30417], [-4.97643, 16.14654, 6.97564], [-6.32810, 10.44980, 6.37003], [-6.56938, 11.93480, 5.74808], [-7.53336, 11.41538, 7.26277], [-3.28057, 13.42865, 7.19244], [-2.33179, 12.81565, 8.57694], [-2.66292, 14.60820, 8.46953], [-2.46985, 14.12914, 18.71574], [-2.05403, 13.65504, 19.94783], [-3.13754, 13.68438, 21.17545], [-2.50589, 13.39156, 22.51420], [-3.77402, 15.18531, 21.09991], [-4.87315, 15.57697, 21.79932], [-4.32609, 12.64995, 20.82391], [-4.10694, 11.30604, 20.89039], [-1.74249, 14.86013, 18.36264], [-3.50009, 14.48285, 18.75596], [-2.40076, 13.19545, 18.15759], [-5.13957, 14.82052, 22.53749], [-5.69257, 15.85406, 21.13611], [-4.61325, 16.52695, 22.26634], [-4.34190, 10.79893, 19.95459], [-4.68283, 10.80204, 21.66655], [-3.07911, 11.06918, 21.16530], [-0.18977, 6.04249, 18.83869], [0.75833, 6.39986, 17.79643], [2.15106, 7.03925, 18.25073], [2.96211, 7.48397, 17.08868], [1.75635, 8.24631, 19.26476], [1.04787, 9.34087, 18.67680], [2.80346, 5.95227, 19.27804], [2.77510, 4.61629, 19.02157], [-0.01806, 6.36795, 19.86470], [-0.25918, 4.95598, 18.89138], [-1.16074, 6.49143, 18.62947], [1.16990, 10.02068, 19.52004], [-0.01674, 9.22649, 18.47283], [1.57103, 9.89253, 17.89572], [2.32194, 4.37659, 18.05965], [2.17142, 4.08267, 19.75569], [3.78438, 4.21175, 19.09771], [-6.39646, 19.50225, 18.13865], [-6.81284, 19.26128, 16.86721], [-7.78661, 18.32354, 16.64295], [-8.09313, 17.88833, 15.38591], [-7.46102, 18.51762, 14.29477], [-7.85446, 18.23914, 12.98741], [-6.45726, 19.49543, 14.48093], [-6.11260, 19.86230, 15.78577], [-5.73114, 20.19059, 18.21036], [-8.15378, 17.89574, 17.56413], [-8.87687, 17.15433, 15.27017], [-7.48816, 18.86098, 12.35438], [-5.92159, 20.03971, 13.71724], [-5.30972, 20.56800, 15.93999], [-8.38574, 12.36196, 15.54465], [-7.06415, 11.91231, 15.10796], [-6.24038, 12.96880, 14.59299], [-4.92030, 12.38169, 14.02508], [-4.26418, 11.45863, 14.86849], [-3.42442, 10.54742, 14.15671], [-9.01945, 12.76262, 14.75347], [-8.24481, 13.11353, 16.32142], [-8.89951, 11.51510, 15.99958], [-5.89797, 13.67484, 15.34953], [-6.75152, 13.56036, 13.83345], [-4.31041, 13.25940, 13.81117], [-5.22488, 11.94509, 13.07392], [-2.56261, 10.29367, 14.77396], [-3.03183, 10.77976, 13.16677], [-4.09128, 9.68900, 14.07593], [-7.24048, 7.75717, 10.85071], [-7.93826, 7.20131, 11.96226], [-8.04367, 8.12619, 13.00786], [-8.74965, 7.55333, 14.34638], [-10.15582, 7.17987, 14.29367], [-11.14882, 8.05196, 13.74576], [-7.82479, 7.43495, 9.98882], [-6.18523, 7.51104, 10.73253], [-7.42172, 8.80932, 10.63110], [-8.36529, 9.13304, 12.74158], [-7.01147, 8.24296, 13.33804], [-8.63216, 8.36159, 15.06819], [-8.12090, 6.72837, 14.68135], [-12.02594, 7.56994, 13.31400], [-10.78572, 8.67288, 12.92679], [-11.48419, 8.61262, 14.61829]], "lowdin_charge": [-0.0887, -0.2186, 0.4590, -0.2623, -0.2489, -0.0694, -0.2417, -0.0906, 0.0841, 0.0863, 0.0803, 0.0855, 0.0854, 0.0845, 0.0825, 0.0865, 0.0856, -0.0982, -0.2338, 0.5002, -0.2768, -0.2361, -0.1013, -0.2129, -0.1334, 0.0853, 0.0833, 0.0842, 0.0849, 0.0857, 0.0826, 0.0935, 0.0941, 0.0978, -0.1445, -0.2282, 0.4952, -0.2692, -0.2293, -0.1041, -0.1973, -0.1098, 0.0928, 0.0950, 0.0845, 0.0843, 0.0913, 0.0873, 0.0881, 0.0844, 0.0797, -0.1220, -0.2441, 0.4613, -0.2676, -0.2343, -0.0485, -0.2064, -0.1398, 0.0880, 0.0965, 0.0895, 0.0866, 0.0851, 0.0912, 0.0931, 0.0853, 0.0857, -0.1226, -0.2355, 0.4750, -0.2429, -0.2542, -0.0771, -0.2148, -0.1277, 0.0896, 0.0823, 0.0918, 0.0887, 0.0866, 0.0811, 0.0922, 0.0946, 0.0927, -0.1419, -0.2377, 0.4320, -0.2682, -0.2136, -0.0462, -0.2142, -0.1479, 0.0956, 0.0930, 0.0902, 0.0809, 0.0873, 0.0943, 0.0905, 0.1026, 0.1022, -0.1290, -0.2187, 0.5055, -0.2585, -0.2233, -0.1449, -0.2107, -0.1528, 0.0972, 0.0850, 0.0953, 0.0944, 0.0912, 0.0944, 0.0961, 0.0920, 0.0870, -0.0927, -0.2202, 0.4430, -0.2417, -0.2299, -0.1071, -0.2051, -0.1632, 0.0913, 0.0859, 0.0906, 0.0907, 0.0902, 0.0912, 0.0923, 0.0889, 0.0961, 0.0404, -0.3308, -0.0366, -0.0075, -0.2838, 0.0183, -0.0267, -0.0171, 0.1012, 0.1221, 0.1172, 0.0921, 0.1070, 0.1049, -0.0807, -0.1926, -0.1982, -0.2150, -0.1762, -0.0964, 0.0807, 0.0781, 0.0756, 0.1121, 0.1229, 0.1192, 0.1189, 0.0803, 0.0858, 0.0838, -0.1118, -0.1715, -0.2148, -0.1246, -0.2077, -0.0976, 0.0817, 0.0846, 0.0821, 0.1108, 0.1104, 0.1056, 0.1158, 0.0809, 0.0772, 0.0824], "smiles": "COP(=O)(OC)OC.COP(=O)(OC)OC.COP(=O)(OC)OC.COP(=O)(OC)OC.COP(=O)(OC)OC.COP(=O)(OC)OC.COP(=O)(OC)OC.COP(=O)(OC)OC.Oc1ccc(O)cc1.COCCOC.COCCOC", "de_lowest_kcal_mol": 0.0, "lumo_ev": 0.18}